# CH6NS2

An isolated ion of composition CH6NS2 and charge +1 at a distorted geometry (wB97M-V/def2-TZVPD, OMol25).

Each line ends with the Mulliken charge.
Cartesian coordinates (Å):
S1 -0.188 -1.707 -0.791  -0.11
S2 1.341 0.071 1.144  -0.12
N1 -0.617 1.013 -0.447  -0.47
C1 -0.292 -0.344 0.418  -0.32
H1 2.333 -0.014 0.065  0.23
H2 0.358 1.139 -0.970  0.42
H3 -0.791 1.870 0.082  0.36
H4 -1.554 0.857 -0.938  0.38
H5 -0.986 -0.442 1.249  0.41
H6 0.396 -2.443 0.188  0.23

Its total charge is +1. The relative energy (zero: lowest compared OMol25 entry of this formula, charge and spin) comes out at 19.2 kcal/mol. The calculation puts the HOMO energy at -14.08 eV. The SMILES is [NH3+]C(S)S. For the largest force on an atom, the calculation gives 0.061 hartree/bohr.


# CH6Na7O10S

CH6Na7O10S as an isolated structure at a distorted geometry (wB97M-V/def2-TZVPD, OMol25).

Each line ends with the Mulliken charge.
Cartesian coordinates (Å):
S1 2.193 1.045 3.628  1.23
Na1 -0.541 0.393 2.894  0.91
Na2 -2.242 -1.556 -2.698  0.96
Na3 -4.684 -0.043 -1.093  0.99
Na4 1.313 2.379 0.847  0.93
Na5 1.670 -0.889 0.534  0.95
Na6 -2.352 2.212 0.678  0.88
Na7 -2.396 -2.075 0.931  0.92
O1 2.216 -0.964 -2.178  -0.54
O2 -2.255 2.714 -2.393  -0.54
O3 -2.181 0.173 -0.971  -0.97
O4 2.424 2.495 3.448  -0.67
O5 1.838 0.566 2.221  -0.87
O6 1.006 0.882 4.482  -0.77
O7 -0.475 -1.229 -0.954  -0.78
O8 -0.362 0.586 0.301  -0.70
O9 3.341 0.339 4.118  -0.56
O10 1.029 -3.633 -1.255  -0.60
C1 -0.966 -0.131 -0.552  0.34
H1 2.599 -0.970 -3.064  0.30
H2 0.518 -2.830 -1.104  0.40
H3 -3.166 2.611 -2.105  0.26
H4 -1.839 1.856 -2.260  0.34
H5 1.960 -3.388 -1.218  0.32
H6 1.355 -0.545 -2.237  0.24

Its total charge is +3. The calculation puts the HOMO energy at -15.08 eV. For the largest force on an atom, the calculation gives 0.067 hartree/bohr.


- What is the total charge in the second record?
  +3